Record 1
Computed, not measured: C23H33AsN2OOsS as an isolated structure, with the ωB97M-V functional and the def2-TZVPD basis.

```
62
Properties=species:S:1:pos:R:3:mulliken_charge:R:1
Os -0.92 -0.86 0.36 0.931
N -1.10 1.16 -0.22 -0.444
C -2.51 1.57 -0.21 0.740
C -3.02 2.71 -0.78 -0.756
C -4.39 3.00 -0.64 -0.746
C -5.21 2.16 0.08 -0.900
C -4.69 0.97 0.66 0.366
C -5.44 0.07 1.43 -0.308
C -4.83 -1.06 1.98 -0.998
C -3.50 -1.30 1.75 -0.021
N -2.73 -0.46 0.99 -0.432
C -3.33 0.69 0.47 0.318
H -0.70 1.30 -1.15 0.449
H -0.57 1.77 0.40 0.355
H -2.39 3.40 -1.32 0.527
H -4.79 3.90 -1.08 0.468
H -6.26 2.39 0.21 0.492
H -6.50 0.25 1.60 0.531
H -5.40 -1.76 2.59 0.482
H -3.00 -2.18 2.14 0.551
C 0.90 -2.94 -7.59 -1.373
C 0.80 -2.96 -6.11 0.816
C 1.94 -2.75 -5.32 -0.815
C 1.86 -2.78 -3.95 -0.252
C 0.61 -3.08 -3.33 1.052
C -0.56 -3.26 -4.12 -0.349
C -0.45 -3.19 -5.48 -1.009
S 0.73 -3.32 -1.70 0.170
C -0.39 -4.66 -1.30 -1.100
O -0.14 -2.07 -0.71 0.336
H 1.32 -1.98 -7.92 0.392
H -0.05 -3.11 -8.09 0.387
H 1.63 -3.70 -7.91 0.390
H 2.89 -2.57 -5.80 0.475
H 2.75 -2.64 -3.35 0.458
H -1.52 -3.46 -3.66 0.320
H -1.33 -3.34 -6.10 0.383
H -1.41 -4.43 -1.59 0.384
H -0.31 -4.85 -0.23 0.442
H -0.01 -5.52 -1.86 0.461
C -1.24 1.16 3.85 -1.127
C 0.19 0.98 3.35 -0.780
As 0.51 -0.69 2.40 -0.006
C 0.14 -2.19 3.59 -0.251
C 0.77 -1.99 4.97 -1.193
C 2.34 -0.73 1.73 -0.347
C 3.34 -0.17 2.75 -1.183
H -1.29 2.05 4.47 0.423
H -1.57 0.32 4.46 0.321
H -1.95 1.30 3.03 0.202
H 0.90 0.91 4.18 0.672
H 0.53 1.79 2.71 0.545
H 0.53 -3.08 3.09 0.479
H -0.94 -2.29 3.66 0.240
H 1.86 -1.94 4.93 0.290
H 0.52 -2.85 5.59 0.403
H 0.39 -1.11 5.48 0.318
H 2.36 -0.16 0.80 0.362
H 2.55 -1.78 1.50 0.418
H 3.15 0.89 2.96 0.359
H 4.34 -0.24 2.33 0.389
H 3.34 -0.72 3.69 0.296
```

Properties
Total charge: +4
LUMO: -0.5424 Eh
Max |F|: 0.90 eV/Å

Record 2
Computed, not measured: an isolated ion of composition C4H9N2S2 and charge +1 in a non-equilibrium geometry, with the ωB97M-V functional and the def2-TZVPD basis.

```
17
Properties=species:S:1:pos:R:3:mulliken_charge:R:1
C 0.55 -0.19 -0.01 0.700
C 2.36 1.53 -0.22 -0.489
C -1.95 0.34 0.13 -1.023
C -1.20 -1.99 -0.01 -1.024
N 0.90 1.11 -0.15 -0.247
N -0.84 -0.59 0.23 0.000
S 1.79 -1.31 0.01 -0.113
S 3.31 0.13 0.31 -0.035
H 2.64 1.82 -1.18 0.366
H 2.78 2.42 0.42 0.337
H -2.74 -0.35 0.37 0.473
H -1.86 1.14 0.91 0.362
H -1.96 0.83 -0.98 0.296
H -1.92 -1.91 -0.86 0.349
H -0.34 -2.56 0.00 0.456
H -1.87 -2.32 0.85 0.309
H 0.35 1.90 0.17 0.283
```

Properties
Total charge: +1
SMILES: C[N+](C)=C1NCSS1
LUMO: -0.1603 Eh
Max |F|: 5.88 eV/Å

Record 3
Computed, not measured: one molecule with the formula C5H12N2O in a non-equilibrium geometry, with the ωB97M-V functional and the def2-TZVPD basis.

```
20
Properties=species:S:1:pos:R:3:mulliken_charge:R:1
C -0.30 0.03 2.38 -0.870
N 0.38 -0.64 1.27 -0.472
C -1.48 1.01 -1.70 -1.267
C -1.12 -0.06 -0.68 -0.374
C 0.24 0.10 0.01 0.282
C 1.36 -0.34 -0.95 0.078
N 2.50 -0.73 -0.35 -0.334
O 1.22 -0.31 -2.16 -0.635
H -1.32 0.31 2.12 0.293
H 0.33 0.87 2.63 0.287
H -0.35 -0.66 3.22 0.333
H 0.03 -1.58 1.11 0.216
H -0.91 0.82 -2.57 0.317
H -2.53 0.99 -1.93 0.365
H -1.18 2.02 -1.42 0.333
H -1.87 -0.02 0.12 0.350
H -1.16 -1.07 -1.09 0.294
H 0.46 1.14 0.24 0.319
H 2.47 -0.78 0.66 0.246
H 3.25 -1.10 -0.90 0.239
```

Properties
Total charge: 0
SMILES: CC[C@@H](NC)C(N)=O
LUMO: 0.0359 Eh
Max |F|: 1.17 eV/Å

Record 4
Computed, not measured: a 11-piece molecular cluster, C11H44N16O11 overall in a non-equilibrium geometry, with the ωB97M-V functional and the def2-TZVPD basis.

```
82
Properties=species:S:1:pos:R:3:mulliken_spin:R:1
C -3.27 -0.40 2.75 -0.110
O -4.05 0.19 1.77 -0.017
H -2.26 -0.11 2.48 0.133
H -3.50 0.16 3.65 -0.011
H -3.30 -1.46 3.01 -0.040
H -3.84 1.12 1.77 0.007
C 5.45 0.54 0.50 0.099
O 4.47 -0.56 0.18 -0.170
H 4.97 1.51 0.41 0.032
H 5.94 0.47 1.48 0.026
H 6.35 0.61 -0.11 -0.005
H 3.67 -0.34 0.66 0.081
C -0.10 0.35 -0.40 -0.722
O 0.95 0.74 0.50 -0.275
H 0.16 -0.13 -1.35 0.008
H -0.82 -0.35 0.01 -0.157
H -0.76 1.19 -0.62 -0.035
H 0.69 0.85 1.42 -0.040
C 3.32 -0.98 4.11 1.093
O 3.93 0.00 4.49 -0.567
N 2.06 -0.89 3.70 -0.256
N 3.58 -2.29 4.32 -0.112
H 1.68 0.04 3.60 0.052
H 1.55 -1.77 3.72 0.052
H 2.94 -2.99 3.97 -0.103
H 4.38 -2.67 4.80 -0.014
C -1.93 3.26 1.49 0.454
O -2.69 2.81 2.28 -0.174
N -0.70 3.47 1.70 -0.230
N -2.24 3.67 0.29 -0.055
H -0.26 3.05 2.50 0.099
H -0.07 3.86 1.01 -0.070
H -1.46 4.04 -0.23 -0.032
H -3.16 3.43 -0.06 -0.004
C 0.09 -4.07 -1.30 0.228
O -1.04 -4.44 -1.14 -0.045
N 1.09 -4.76 -1.06 -0.011
N 0.39 -2.94 -1.82 -0.126
H 2.04 -4.49 -1.31 -0.033
H 0.87 -5.61 -0.56 -0.014
H -0.29 -2.30 -2.22 0.017
H 1.39 -2.84 -1.92 0.004
C -2.63 -1.77 -3.33 0.036
O -1.78 -1.06 -2.90 0.034
N -3.02 -2.94 -2.96 -0.007
N -3.31 -1.31 -4.29 -0.002
H -3.53 -3.43 -3.68 0.001
H -2.57 -3.27 -2.12 0.000
H -3.94 -1.97 -4.72 0.000
H -2.90 -0.46 -4.64 0.000
C 2.66 1.73 -3.01 0.217
O 2.36 1.98 -4.16 -0.059
N 2.26 2.32 -1.96 0.021
N 3.53 0.85 -2.75 -0.073
H 1.68 3.14 -2.11 -0.008
H 2.12 1.85 -1.08 -0.008
H 3.61 0.64 -1.77 -0.019
H 3.67 0.20 -3.51 -0.004
C -4.33 -3.19 0.28 0.016
O -4.47 -4.37 0.09 0.000
N -3.11 -2.59 0.38 -0.043
N -5.32 -2.40 0.48 -0.005
H -3.21 -1.59 0.29 -0.005
H -2.31 -3.12 0.07 0.021
H -5.22 -1.42 0.72 -0.002
H -6.28 -2.72 0.44 0.002
C 1.55 2.82 4.17 6.490
O 1.28 2.13 3.17 -2.945
N 0.70 3.04 5.12 -0.402
N 2.68 3.32 4.55 -0.717
H 0.06 2.28 5.27 -0.030
H 1.07 3.57 5.90 -0.264
H 2.68 3.72 5.48 -0.131
H 3.58 3.05 4.18 -0.079
C -1.00 1.42 -5.02 0.035
O -2.22 1.30 -5.03 -0.005
N -0.32 2.14 -5.90 -0.005
N -0.22 0.93 -4.07 -0.021
H 0.68 2.03 -5.96 0.002
H -0.80 2.79 -6.51 0.000
H -0.66 0.26 -3.46 -0.004
H 0.77 1.14 -4.07 0.006
```

Properties
Total charge: -1
<S²>: 0.75
LUMO (alpha / beta): 0.0798 / 0.0765 Eh
Multiplicity: 2
Max |F|: 8.80 eV/Å